No. 1
ORCA calculation (ωB97M-V/def2-TZVPD) on C19H24N4OSSbSe4Tc as an isolated structure.

ORCA input file:
```
! RIJCOSX wB97M-V def2-TZVPD def2/J DEFGRID3
* xyz -1 4
Tc -1.31 -0.20 0.29
N 1.14 3.24 2.68
C 0.07 2.38 2.63
S -1.50 2.97 2.72
N 0.48 1.11 2.60
N -0.40 0.19 2.23
C -0.37 -0.91 2.91
C -1.30 -1.98 2.54
C -1.36 -3.16 3.25
C -2.34 -4.09 2.92
C -3.21 -3.80 1.89
C -3.05 -2.62 1.18
N -2.10 -1.74 1.49
H 0.93 4.16 3.00
H 2.04 2.84 2.91
H 0.26 -0.97 3.79
H -0.67 -3.33 4.06
H -2.41 -5.03 3.46
H -4.01 -4.48 1.61
H -3.71 -2.37 0.37
Se -6.01 -1.63 -0.81
Sb -4.32 -0.10 -1.57
Se -3.17 1.16 0.45
Se -2.05 -1.32 -1.72
Se -4.71 1.36 -3.41
C 0.26 3.45 -0.74
C 0.37 2.83 -2.14
C -1.00 2.45 -2.69
C 1.37 1.68 -2.22
C 2.40 1.78 -3.15
C 3.38 0.81 -3.28
C 3.34 -0.28 -2.42
C 2.33 -0.43 -1.48
C 2.41 -1.61 -0.53
C 1.16 -2.51 -0.48
C 2.81 -1.15 0.88
C 1.33 0.54 -1.41
O 0.33 0.36 -0.50
H -0.35 4.36 -0.78
H 1.24 3.71 -0.34
H -0.22 2.78 -0.03
H 0.79 3.60 -2.79
H -1.49 1.70 -2.08
H -0.93 2.05 -3.71
H -1.66 3.32 -2.72
H 2.42 2.65 -3.80
H 4.17 0.91 -4.01
H 4.11 -1.04 -2.48
H 3.22 -2.23 -0.91
H 0.63 -2.54 -1.43
H 1.46 -3.54 -0.22
H 0.46 -2.19 0.29
H 2.13 -0.39 1.25
H 3.82 -0.72 0.87
H 2.82 -2.00 1.57
*
```

Calculated values
HOMO level (alpha / beta) = -4.9 / -4.9 eV
LUMO level (alpha / beta) = 1.472 / 0.683 eV
Kohn-Sham gap (alpha / beta) = 6.349 / 5.601 eV



No. 2
ORCA calculation (ωB97M-V/def2-TZVPD) on C25H19BaI2N7O11 as an isolated structure.

ORCA input file:
```
! RIJCOSX wB97M-V def2-TZVPD def2/J DEFGRID3
* xyz -2 1
Ba -0.25 0.07 -0.39
O -1.82 5.19 -1.74
C -0.74 5.44 -0.98
C -0.24 6.74 -0.97
C 0.89 7.06 -0.24
C 1.50 6.09 0.55
C 0.99 4.81 0.59
C -0.11 4.45 -0.20
C -0.59 3.06 -0.19
O 0.18 2.08 0.24
N -1.79 2.86 -0.63
N -2.17 1.59 -0.85
C -2.42 0.78 0.08
C -2.61 -0.62 -0.12
C -3.61 -1.14 -0.91
C -3.88 -2.50 -0.85
C -3.15 -3.30 0.03
C -2.11 -2.79 0.77
C -1.80 -1.42 0.70
O -0.83 -0.91 1.34
H -2.05 4.23 -1.63
H -0.76 7.50 -1.55
H 1.27 8.06 -0.26
H 2.38 6.34 1.12
H 1.40 4.08 1.28
H -2.34 1.08 1.14
H -4.16 -0.48 -1.55
H -4.67 -2.92 -1.44
H -3.39 -4.35 0.12
H -1.52 -3.40 1.44
O -2.14 -0.19 -3.11
C -1.09 -0.46 -2.54
O -0.10 0.31 -2.41
C -0.93 -1.84 -1.97
C -1.77 -2.76 -2.53
C -1.64 -4.14 -2.27
C -0.68 -4.58 -1.38
C 0.19 -3.67 -0.80
C 0.14 -2.25 -1.13
O 1.03 -1.48 -0.72
N 1.12 -4.16 0.12
O 2.08 -3.47 0.48
O 0.96 -5.30 0.57
N -2.49 -5.07 -2.89
O -3.35 -4.66 -3.67
O -2.35 -6.27 -2.65
H -2.51 -2.41 -3.23
H -0.59 -5.63 -1.13
I 2.06 1.83 -0.50
I 4.78 2.19 -1.06
C 4.36 -1.36 2.30
N 3.41 -0.33 2.62
C 3.72 1.07 2.76
C 2.29 1.67 2.83
O 2.05 2.86 2.98
N 1.40 0.66 2.73
C 2.07 -0.48 2.59
N 1.49 -1.68 2.56
H 5.34 -0.91 2.17
H 4.09 -1.86 1.37
H 4.41 -2.10 3.11
H 4.26 1.47 1.90
H 4.26 1.28 3.69
H 0.51 -1.60 2.29
H 1.99 -2.40 2.05
*
```

Calculated values
HOMO level = -2.8 eV
energy above the lowest of the compared OMol25 structures with the same formula, charge and spin = 14.250 eV
LUMO level = 3.740 eV
Kohn-Sham gap = 6.504 eV



No. 3
ORCA calculation (ωB97M-V/def2-TZVPD) on C41H65Cl2FKN5O4SSi4 as an isolated structure.

ORCA input file:
```
! RIJCOSX wB97M-V def2-TZVPD def2/J DEFGRID3
* xyz -2 1
K -0.33 1.17 0.11
C 6.90 -3.21 -2.41
C 5.53 -2.62 -2.16
C 4.73 -2.20 -3.21
C 3.44 -1.64 -3.02
C 2.70 -1.03 -4.03
N 3.19 -0.72 -5.31
C 4.45 0.03 -5.46
C 4.54 1.41 -4.81
C 3.81 2.55 -5.53
N 2.37 2.65 -5.31
C 1.87 2.63 -4.01
C 2.34 3.38 -2.93
C 3.25 4.46 -3.03
C 3.77 5.09 -1.90
C 4.69 6.28 -2.04
C 3.41 4.61 -0.65
C 2.50 3.55 -0.48
C 2.34 3.04 0.88
N 1.79 1.95 1.24
C 1.86 1.62 2.66
C 2.91 0.55 2.98
C 2.51 -0.91 2.74
N 2.40 -1.24 1.33
C 3.47 -1.69 0.79
C 3.75 -1.97 -0.60
C 5.06 -2.44 -0.87
C 2.85 -1.70 -1.67
O 1.61 -1.49 -1.49
C 1.84 2.98 -1.61
O 0.88 2.17 -1.51
H 7.11 -3.26 -3.48
H 6.97 -4.23 -2.01
H 7.69 -2.62 -1.94
H 5.08 -2.34 -4.23
H 1.67 -0.77 -3.84
H 2.46 -0.32 -5.87
H 4.64 0.12 -6.54
H 5.25 -0.57 -5.06
H 5.60 1.68 -4.77
H 4.19 1.35 -3.77
H 3.96 2.47 -6.61
H 4.27 3.49 -5.22
H 1.87 1.99 -5.88
H 1.04 1.95 -3.84
H 3.51 4.84 -4.01
H 5.01 6.41 -3.08
H 5.59 6.16 -1.43
H 4.20 7.21 -1.73
H 3.86 5.05 0.24
H 2.83 3.67 1.64
H 0.88 1.28 3.01
H 2.12 2.52 3.25
H 3.15 0.64 4.05
H 3.82 0.77 2.43
H 1.55 -1.09 3.23
H 3.26 -1.54 3.24
H 4.35 -1.84 1.44
H 5.70 -2.67 -0.03
O 0.21 -2.59 0.11
H 0.76 -2.13 0.77
H 0.66 -2.22 -0.69
O -0.24 0.04 -2.89
H 0.08 0.88 -2.53
H 0.43 -0.59 -2.52
Cl -2.09 2.83 -2.54
C -3.49 3.68 -1.91
Cl -4.13 4.89 -3.06
H -3.21 4.19 -1.00
H -4.28 2.96 -1.73
S -1.10 -0.33 4.30
C -1.39 -0.95 2.86
N -1.61 -1.42 1.80
F -4.78 5.29 3.50
C -4.08 4.32 2.82
C -2.75 4.11 3.12
C -2.06 3.12 2.42
C -2.61 2.31 1.40
C -3.98 2.60 1.17
C -4.72 3.58 1.85
H -2.28 4.70 3.90
H -1.02 2.97 2.71
H -4.53 2.03 0.42
H -5.77 3.76 1.64
C -5.47 -1.12 0.35
Si -4.59 -2.23 1.59
C -4.56 -1.26 3.20
C -5.70 -3.73 1.88
Si -2.37 -2.73 0.84
Si -2.62 -2.87 -1.49
C -4.05 -4.12 -1.58
C -3.16 -1.34 -2.40
C -1.19 -3.66 -2.40
Si -1.60 -4.73 1.81
C 0.00 -5.42 1.14
C -1.38 -4.38 3.65
C -2.89 -6.10 1.64
H -6.40 -0.75 0.80
H -5.71 -1.62 -0.58
H -4.85 -0.25 0.12
H -5.59 -1.09 3.53
H -4.08 -0.29 3.06
H -4.03 -1.79 4.00
H -6.72 -3.38 2.09
H -5.36 -4.31 2.74
H -5.75 -4.40 1.02
H -4.97 -3.74 -1.14
H -3.80 -5.06 -1.09
H -4.26 -4.34 -2.64
H -4.08 -0.92 -2.00
H -3.33 -1.61 -3.45
H -2.38 -0.57 -2.38
H -0.92 -4.63 -1.97
H -0.29 -3.03 -2.39
H -1.48 -3.82 -3.44
H 0.86 -4.87 1.52
H 0.05 -5.35 0.05
H 0.10 -6.47 1.44
H -0.69 -3.56 3.82
H -1.00 -5.27 4.16
H -2.33 -4.10 4.11
H -2.99 -6.42 0.60
H -3.87 -5.79 1.98
H -2.58 -6.97 2.22
*
```

Calculated values
HOMO level (alpha / beta) = -1.0 / -1.2 eV
energy above the lowest of the compared OMol25 structures with the same formula, charge and spin = 0.488 eV
LUMO level (alpha / beta) = 3.917 / 3.917 eV
Kohn-Sham gap (alpha / beta) = 4.930 / 5.159 eV



No. 4
ORCA calculation (ωB97M-V/def2-TZVPD) on a 2-piece molecular cluster, C5H15NO overall.

ORCA input file:
```
! RIJCOSX wB97M-V def2-TZVPD def2/J DEFGRID3
* xyz 0 1
C -2.80 -0.14 -0.37
N -1.50 -0.78 -0.57
C 1.76 0.90 0.33
C 0.29 0.81 -0.14
C -0.40 -0.47 0.36
C -0.83 -0.29 1.80
H -2.75 0.87 -0.78
H -3.10 -0.11 0.68
H -3.57 -0.72 -0.88
H -1.62 -1.78 -0.60
H 1.89 0.77 1.41
H 2.13 1.90 0.13
H 2.44 0.24 -0.19
H -0.22 1.67 0.30
H 0.31 0.69 -1.23
H 0.23 -1.36 0.25
H -1.33 -1.18 2.17
H 0.04 -0.09 2.44
H -1.56 0.51 1.86
H 4.10 -0.80 -2.78
H 2.83 -0.52 -1.96
O 3.66 -0.12 -2.24
*
```

Calculated values
HOMO level = -8.6 eV
energy above the lowest of the compared OMol25 structures with the same formula, charge and spin = 1.029 eV
structure (SMILES) = CC[C@@H](C)NC.O
LUMO level = 0.882 eV
Kohn-Sham gap = 9.526 eV



No. 5
ORCA calculation (ωB97M-V/def2-TZVPD) on one molecule with the formula C2H4ClNO2.

ORCA input file:
```
! RIJCOSX wB97M-V def2-TZVPD def2/J DEFGRID3
* xyz 0 3
C 0.11 -0.52 -0.97
C 0.53 0.37 0.10
N -0.71 0.25 1.41
O -0.53 -0.54 2.23
O -1.60 0.95 1.20
Cl 0.60 2.00 -0.51
H 0.83 -0.76 -1.77
H -0.73 -0.14 -1.60
H 0.08 -1.58 -0.61
H 1.43 -0.02 0.53
*
```

Calculated values
HOMO level (alpha / beta) = -6.1 / -10.5 eV
energy above the lowest of the compared OMol25 structures with the same formula, charge and spin = 3.042 eV
LUMO level (alpha / beta) = 0.710 / -3.398 eV
Kohn-Sham gap (alpha / beta) = 6.803 / 7.054 eV



No. 6
ORCA calculation (ωB97M-V/def2-TZVPD) on an isolated ion of composition C30H39N2O2 and charge +1.

ORCA input file:
```
! RIJCOSX wB97M-V def2-TZVPD def2/J DEFGRID3
* xyz 1 1
C -1.79 4.22 -2.12
H -1.59 5.28 -2.20
H -1.28 3.70 -2.93
H -2.86 4.06 -2.25
C -1.37 3.69 -0.75
C -1.75 2.22 -0.68
C -2.73 1.71 0.15
C -3.03 0.35 0.17
C -2.35 -0.53 -0.65
C -1.36 -0.02 -1.50
C -1.07 1.33 -1.51
H -0.31 1.70 -2.18
H -0.86 -0.70 -2.17
O -2.52 -1.88 -0.69
C -3.55 -2.46 0.08
H -3.44 -2.21 1.14
H -4.53 -2.10 -0.27
C -3.49 -3.99 -0.10
C -2.29 -4.59 0.65
N -1.06 -4.04 0.13
H -0.98 -4.30 -0.84
C 0.16 -4.40 0.84
C 1.36 -3.93 0.00
C 1.26 -2.43 -0.22
N 1.26 -1.71 1.07
H 2.13 -1.96 1.56
C 0.12 -2.15 1.91
C 0.22 -3.64 2.18
H -0.61 -3.94 2.82
H 1.14 -3.89 2.70
H 0.12 -1.58 2.84
H -0.79 -1.95 1.35
C 1.28 -0.23 0.88
C 2.58 0.22 0.27
C 2.64 0.64 -1.05
C 3.83 1.07 -1.60
C 4.98 1.08 -0.83
C 4.94 0.65 0.49
C 3.74 0.23 1.04
H 3.71 -0.08 2.07
H 5.83 0.66 1.09
H 5.92 1.42 -1.25
H 3.86 1.41 -2.62
H 1.74 0.65 -1.65
H 0.43 0.05 0.24
H 1.15 0.24 1.86
H 0.31 -2.20 -0.71
H 2.09 -2.06 -0.82
H 1.36 -4.43 -0.97
H 2.29 -4.19 0.51
H 0.24 -5.48 1.03
H -2.40 -4.34 1.71
H -2.35 -5.69 0.56
O -4.63 -4.60 0.44
H -5.41 -4.36 -0.08
H -3.39 -4.20 -1.17
H -3.82 0.01 0.82
H -3.30 2.36 0.80
C 0.13 3.78 -0.50
C 0.64 3.21 0.67
C 1.99 3.29 0.97
C 2.86 3.92 0.10
C 2.37 4.46 -1.07
C 1.02 4.40 -1.37
H 0.67 4.85 -2.28
H 3.05 4.95 -1.76
H 3.91 3.98 0.34
H 2.36 2.87 1.90
H -0.03 2.72 1.36
C -2.06 4.55 0.32
H -1.87 4.18 1.32
H -3.14 4.57 0.15
H -1.69 5.57 0.26
*
```

Calculated values
HOMO level = -10.8 eV
energy above the lowest of the compared OMol25 structures with the same formula, charge and spin = 0.000 eV
structure (SMILES) = CC(C)(c1ccccc1)c1ccc(OC[C@H](O)CN[C@H]2CC[N@@H+](Cc3ccccc3)CC2)cc1
LUMO level = -2.217 eV
Kohn-Sham gap = 8.588 eV



Q: What is the formula in the second record?
A: C25H19BaI2N7O11



Q: Which formula does entry 4 have?
A: C5H15NO